Record 1
{
  "formula": "C4H9Br2N2",
  "method": "ωB97M-V/def2-TZVPD",
  "charge": 1,
  "symbols": ["C", "N", "H", "H", "Br", "Br", "H", "H", "H", "H", "H", "C", "H", "C", "H", "N", "C"],
  "coordinates": [[-0.99254, 2.51688, 0.36352], [0.68323, -3.72099, 0.33183], [1.23521, -4.46124, -0.10049], [-2.00048, 2.40931, 0.75833], [-2.46830, -0.12131, 1.33025], [1.45290, -2.20084, -1.76524], [-0.38573, 3.05044, 1.09868], [-1.02374, 3.12364, -0.54244], [-0.33227, -0.85548, 0.19048], [1.34888, 0.36174, -0.70118], [1.50410, 2.05971, -0.18721], [0.52878, -2.51970, -0.12508], [0.22246, -3.97187, 1.19710], [0.84728, 1.32535, -0.65604], [0.64956, 1.65913, -1.67654], [-0.39111, 1.24255, 0.07440], [-0.87825, 0.10270, 0.40962]]
}


Record 2
{
  "formula": "C4H9BrN",
  "method": "ωB97M-V/def2-TZVPD",
  "charge": 1,
  "multiplicity": 3,
  "symbols": ["H", "H", "N", "C", "H", "C", "Br", "H", "H", "C", "C", "H", "H", "H", "H"],
  "coordinates": [[-1.24425, -0.99274, 2.36506], [-0.63412, -0.21608, -2.16419], [-0.98656, -0.17506, 0.32534], [-0.75738, 0.92059, 1.18124], [1.74128, -0.81272, -2.15503], [0.24669, 0.10640, -1.57530], [0.41204, 1.91129, -1.64767], [1.15278, -1.46217, -0.59542], [2.13482, 0.11247, -0.71638], [-0.64401, -0.58395, 1.65117], [1.43748, -0.57118, -1.20320], [-1.62190, 1.42839, 1.69595], [0.20208, 1.40225, 1.02160], [-1.91094, -0.31382, 0.17280], [0.47197, -0.75369, 1.64401]]
}


Record 3
{
  "formula": "C4H9BrN",
  "method": "ωB97M-V/def2-TZVPD",
  "charge": 1,
  "multiplicity": 3,
  "symbols": ["H", "H", "Br", "H", "H", "H", "H", "C", "N", "H", "C", "H", "C", "H", "C"],
  "coordinates": [[-0.82088, 0.05804, -2.06508], [1.07417, 0.34996, -0.31692], [3.32488, -2.29606, -0.20529], [-0.56287, -1.29394, 2.59388], [-1.51399, 0.45331, 1.57424], [3.59441, -3.12120, -1.29607], [-2.20886, 0.55047, -0.84137], [-1.12649, 0.57981, -1.13441], [-0.23889, -1.02597, 1.68494], [0.21492, 2.29173, -1.44001], [0.07844, 0.56629, -0.07942], [0.62712, -1.54172, 1.40034], [-0.64662, 0.03453, 1.04364], [-1.24326, 2.57184, -0.20445], [-0.55208, 1.82291, -0.71403]]
}


Record 4
{
  "formula": "C4H9BrO2",
  "method": "ωB97M-V/def2-TZVPD",
  "smiles": "C[C@H](Br)C(C)(O)O",
  "symbols": ["H", "H", "C", "H", "C", "Br", "H", "H", "H", "C", "O", "C", "H", "O", "H", "H"],
  "coordinates": [[-1.66832, -1.64979, 0.13458], [-1.56122, -0.01973, -0.53884], [1.27597, 0.37832, 0.37913], [1.30324, 0.37145, 1.46595], [0.32731, -0.93870, -0.08366], [3.08782, 0.01110, -0.22676], [-0.22861, 1.88662, 0.20153], [0.51682, -2.81780, 0.38594], [1.41636, -1.29055, -1.64505], [0.76159, 1.67302, -0.20011], [0.85628, -1.97372, 0.69899], [-1.14516, -0.69531, 0.20397], [1.42390, 2.49901, 0.05523], [0.47384, -1.19186, -1.43388], [-1.27903, -0.29450, 1.20437], [0.69101, 1.60161, -1.28501]]
}


Record 5
{
  "formula": "C4H9BrO2P",
  "method": "ωB97M-V/def2-TZVPD",
  "charge": -1,
  "symbols": ["Br", "H", "O", "H", "H", "H", "C", "H", "O", "C", "P", "C", "H", "H", "C", "H", "H"],
  "coordinates": [[2.99223, -0.66744, -0.33378], [-1.75946, 1.25793, -0.19413], [1.47716, -0.07277, 2.24019], [-0.33834, -2.32163, -0.14553], [-1.70908, -1.62959, 0.55526], [-1.32745, 0.61635, 1.39164], [-0.10818, -0.00510, -1.56984], [0.40011, -0.95082, -1.89312], [1.43633, 2.84600, 0.02942], [-0.99178, 1.09342, 0.55892], [1.47240, 0.35505, 0.82245], [-0.61660, -1.53575, 0.46714], [-0.00790, -1.74377, 1.44142], [0.62314, 0.82792, -1.79502], [-0.20251, -0.13355, -0.06268], [-1.05503, 0.18259, -2.12371], [-0.28503, 1.88113, 0.61137]]
}


Record 6
{
  "formula": "C4H9BrO2S",
  "method": "ωB97M-V/def2-TZVPD",
  "symbols": ["H", "O", "C", "C", "H", "H", "C", "H", "H", "C", "H", "S", "H", "Br", "H", "O", "H"],
  "coordinates": [[-0.50435, -0.48807, -1.28784], [2.35705, 1.73559, 0.69435], [0.74430, -0.34881, 0.53659], [-0.86964, -0.83694, -0.41276], [-0.97124, 1.88111, -0.07210], [-1.01368, -2.78335, 0.54155], [-0.16922, 2.32432, 0.49815], [-1.54297, -0.19772, 0.20158], [-0.24289, -2.70805, -1.07045], [-0.96872, -2.34619, -0.43008], [0.58529, -0.33809, 1.59589], [1.17273, 1.29542, -0.01197], [-1.80643, -2.75598, -0.99097], [2.17638, -1.41101, -0.05223], [0.12403, 3.29627, 0.17876], [1.19984, 1.50173, -1.45035], [-0.27048, 2.17976, 1.53188]]
}


Record 7
{
  "formula": "C4H9Cl2NO2Si",
  "method": "ωB97M-V/def2-TZVPD",
  "smiles": "CC[C@H]([N+](=O)[O-])[Si](C)(Cl)Cl",
  "symbols": ["O", "C", "C", "Cl", "H", "H", "H", "H", "C", "H", "Cl", "Si", "N", "H", "C", "H", "O", "H", "H"],
  "coordinates": [[0.03803, 0.50628, 1.83242], [-0.31137, 0.22464, -0.33376], [-2.02825, -1.88149, 1.10436], [1.21814, -2.23063, 0.93986], [-2.51923, -0.88394, 1.52896], [-1.87592, -2.46307, 2.04574], [-0.70609, 0.70385, -1.20654], [-2.77592, -2.58468, 0.57179], [1.66278, 1.94794, -0.93162], [1.87739, 2.26979, -1.90485], [-0.85555, -2.39625, -1.76199], [-0.53692, -1.61445, 0.07115], [-0.38827, 1.07675, 0.80897], [1.51453, 0.10984, -1.92778], [1.44919, 0.42817, -0.85526], [2.52666, 2.25820, -0.26890], [-0.98731, 2.12717, 0.81521], [1.91594, 0.00784, -0.03089], [0.78218, 2.39405, -0.49687]]
}


Record 8
{
  "formula": "C4H9ClN",
  "method": "ωB97M-V/def2-TZVPD",
  "charge": 1,
  "smiles": "C[C@H](Cl)[C@H]1C[NH2+]1",
  "symbols": ["H", "H", "H", "Cl", "C", "H", "H", "H", "H", "N", "H", "C", "C", "C", "H"],
  "coordinates": [[-0.21258, 0.32474, 2.40022], [-1.60110, -0.04959, 1.58651], [1.28430, 0.88218, 0.40507], [1.59563, -1.81258, 1.16275], [-0.69542, -0.48126, 1.89190], [-0.88012, -1.20144, 2.64658], [-0.34127, -1.53341, -0.12441], [1.82973, 0.69032, -2.00918], [1.07804, -0.91129, -1.82926], [-0.13356, 0.71960, -1.32697], [0.01774, 1.68060, -1.56395], [1.13191, 0.08658, -1.55722], [0.67096, 0.23604, -0.13463], [0.18123, -0.93194, 0.67092], [-1.10916, 0.50137, -1.44511]]
}


Record 9
{
  "formula": "C4H9ClN2O",
  "method": "ωB97M-V/def2-TZVPD",
  "smiles": "[H]/N=C(\\N)[C@@H](O)[C@@H](C)Cl",
  "symbols": ["H", "H", "H", "O", "H", "Cl", "H", "N", "C", "C", "H", "C", "H", "H", "C", "N", "H"],
  "coordinates": [[-0.44481, -1.96040, 1.02585], [-1.74455, -1.36648, -0.80906], [-0.29222, 2.28076, -0.39003], [0.75663, -1.44628, -1.21843], [-0.12686, 0.18630, -1.91441], [-2.47591, 0.75668, -0.42944], [1.54009, -1.56677, -0.59773], [2.09843, 0.20255, 0.29758], [1.03533, 0.75826, -0.15632], [-1.27363, -0.56900, -0.23931], [1.04312, 2.66803, 0.49116], [-1.06079, -1.06478, 1.16905], [2.82593, 0.90380, 0.51643], [-2.05963, -1.26715, 1.60294], [0.05079, -0.25151, -0.92846], [0.70447, 2.08031, -0.21521], [-0.57636, -0.34433, 1.79538]]
}


Record 10
{
  "formula": "C4H9ClO",
  "method": "ωB97M-V/def2-TZVPD",
  "smiles": "C[C@@H](Cl)CCO",
  "symbols": ["H", "C", "C", "C", "H", "O", "H", "H", "H", "H", "H", "H", "H", "Cl", "C"],
  "coordinates": [[1.91990, 1.59130, 1.15539], [-1.77940, -0.58883, 0.39402], [1.52388, 1.41763, -0.01384], [-0.64685, 0.30907, 1.01102], [2.38289, 0.91607, -0.66608], [-1.96209, 0.45869, -0.81079], [-0.21186, -0.29546, 1.86287], [-2.73162, -0.63660, 0.87289], [-1.42407, -1.63354, 0.07194], [-1.27433, 1.30359, 1.40760], [-2.42299, -0.08792, -1.42580], [1.26365, 2.47755, -0.30318], [-0.11088, 0.54563, -1.15287], [1.26584, -1.07654, -0.14877], [0.36683, 0.60397, -0.19243]]
}


Record 11
{
  "formula": "C4H9ClSi",
  "method": "ωB97M-V/def2-TZVPD",
  "smiles": "C[SiH](C)/C=C/Cl",
  "symbols": ["H", "C", "Si", "H", "Cl", "H", "H", "H", "H", "H", "C", "C", "H", "H", "C"],
  "coordinates": [[-1.72339, -0.88376, -1.23269], [1.52009, -0.37756, -1.51759], [0.54645, -0.43758, 0.15564], [1.51497, 0.59540, -1.83216], [-3.98254, -0.16694, 0.35302], [1.27282, 1.68368, 0.34300], [0.80605, -0.97355, -2.21911], [-0.09012, 1.61876, 1.47141], [-2.08765, 0.16046, 1.64404], [0.93817, -1.70509, 0.86490], [-1.23932, -0.64317, -0.33083], [0.83724, 1.12203, 1.20789], [1.46347, 0.87359, 2.07185], [2.57547, -0.75646, -1.64390], [-2.35172, -0.10981, 0.66454]]
}


Record 12
{
  "formula": "C4H9ClSi",
  "method": "ωB97M-V/def2-TZVPD",
  "symbols": ["H", "H", "C", "C", "H", "C", "H", "Cl", "Si", "H", "H", "H", "C", "H", "H"],
  "coordinates": [[1.64011, 2.52053, 0.67152], [-0.09907, -2.07125, 1.39724], [-0.23489, 1.84149, -0.25157], [-1.06176, -0.73729, -1.54748], [-2.01744, -1.11386, -1.06624], [0.68855, 2.67999, 0.12533], [0.53994, 3.82081, 0.20292], [3.20294, -1.10665, 0.70404], [-0.18259, -0.03087, -0.01867], [-1.34413, 0.14112, -2.23702], [0.20674, -0.48982, 2.25759], [-0.56134, -1.51985, -2.30565], [0.31194, -1.06948, 1.36157], [-1.03079, 2.11894, -0.92400], [1.47954, -1.26616, 1.27390]]
}


Record 13
{
  "formula": "C4H9ClSi",
  "method": "ωB97M-V/def2-TZVPD",
  "symbols": ["H", "H", "Si", "H", "Cl", "C", "H", "H", "H", "H", "H", "H", "C", "C", "C"],
  "coordinates": [[4.82832, -0.30268, -0.90876], [3.43834, 1.44057, 1.16004], [-1.00234, -1.12784, 0.69480], [-1.75391, 0.82571, -0.69508], [2.72269, -0.94755, -0.16670], [-3.47047, -0.36168, -0.47967], [-3.19363, -1.10469, -1.36442], [-4.02350, -1.00048, 0.37513], [-2.08826, -2.14540, 0.70635], [-2.41825, 1.02913, 0.88879], [-4.27232, 0.43099, -0.88489], [5.17371, 1.79212, 0.26781], [4.03157, 0.06473, -0.21636], [-2.25118, 0.28203, 0.12168], [4.27925, 1.12503, 0.50129]]
}


Record 14
{
  "formula": "C4H9F2PS",
  "method": "ωB97M-V/def2-TZVPD",
  "symbols": ["F", "C", "C", "C", "H", "F", "H", "C", "H", "S", "H", "H", "H", "H", "H", "P", "H"],
  "coordinates": [[-1.76248, 1.65667, -0.87987], [-1.16139, -0.96888, 0.08593], [0.20449, 0.49275, 1.53617], [0.02428, -0.11164, 0.13800], [1.30357, 0.97019, 1.61526], [-0.56133, 0.16206, -2.72844], [0.22363, -0.30561, 2.32281], [1.33447, -0.79357, -0.36675], [-1.38094, -1.04771, -0.96576], [0.84834, 2.87973, -1.38016], [-0.57173, 1.24055, 1.96290], [1.28830, -1.30513, -1.26117], [-1.11139, -1.96851, 0.59760], [-1.98885, -0.56106, 0.53585], [1.40157, -1.55048, 0.32266], [-0.22113, 1.33965, -1.01595], [2.13061, -0.12902, -0.51909]]
}


Record 15
{
  "formula": "C4H9FHgO2",
  "method": "ωB97M-V/def2-TZVPD",
  "charge": -1,
  "multiplicity": 2,
  "symbols": ["O", "Hg", "H", "H", "H", "H", "H", "H", "C", "H", "H", "O", "F", "H", "C", "C", "C"],
  "coordinates": [[-0.37502, 1.50068, -0.61630], [0.88084, -0.13131, -1.73162], [-0.06766, 0.45177, 1.76155], [1.76240, -2.55580, 0.68640], [1.98234, -0.95308, 1.71780], [-2.12813, 1.18246, 0.45226], [-1.71986, -0.04335, -0.77575], [0.79592, -2.15579, 2.09045], [-1.28507, 0.63385, -0.01175], [-1.32583, -0.80389, 1.59799], [-1.71120, 2.27418, -2.02561], [0.32126, -1.05968, 0.37974], [2.83608, -0.88362, -1.51294], [-0.01280, 2.64784, -2.26006], [-0.69975, 1.80741, -2.03321], [-0.58576, -0.20372, 1.03627], [1.33225, -1.70794, 1.24476]]
}


Record 16
{
  "formula": "C4H9FN",
  "method": "ωB97M-V/def2-TZVPD",
  "charge": 1,
  "symbols": ["C", "F", "H", "H", "H", "H", "H", "H", "C", "H", "C", "H", "H", "N", "C"],
  "coordinates": [[-2.13756, 0.48858, -0.07606], [3.23073, -0.60065, -0.08701], [3.49793, 1.05191, 0.98782], [2.72648, 1.21233, -0.78645], [-0.92804, -2.07931, -0.81341], [0.21966, 1.76235, 0.00200], [-1.15345, -1.82753, 0.78859], [-2.27114, 1.45259, -0.54117], [-0.76012, 0.01601, 0.06367], [-2.74220, 0.50456, 0.86458], [2.96023, 0.65333, 0.08462], [0.33686, -1.59050, 0.08652], [-2.69033, -0.34035, -0.77961], [-0.63918, -1.45274, 0.01870], [0.35012, 0.74942, 0.18722]]
}


Record 17
{
  "formula": "C4H9FN",
  "method": "ωB97M-V/def2-TZVPD",
  "charge": 1,
  "multiplicity": 3,
  "symbols": ["C", "H", "F", "H", "H", "C", "H", "N", "H", "H", "C", "H", "H", "C", "H"],
  "coordinates": [[2.70538, 0.80337, 0.01139], [0.95467, -3.37406, -0.11020], [0.35614, 1.09411, -0.02902], [-1.33674, 2.62977, 1.31009], [-2.85136, 2.74057, 0.51416], [1.29339, -1.33665, -0.08358], [2.87413, 1.91478, -0.09596], [-2.14728, 2.06364, 0.91022], [2.34556, -1.68791, 0.31054], [-0.60108, -2.16840, -0.32880], [0.41831, -2.39878, -0.23056], [-2.42417, 1.55971, 1.75782], [3.70994, 0.44920, 0.10664], [1.54232, 0.25914, 0.08915], [-1.70525, 1.33582, 0.25786]]
}


For each record above, in turn, the calculated DFT total energy values are -5415.0341; -2786.0297; -2786.0947; -2882.3109; -3223.5799; -3280.3986; -1572.8954; -672.4391; -802.7589; -693.1340; -907.4116; -907.3799; -907.3429; -1097.0896; -561.4386; -311.9830; -311.9262 Eh.
For each record above, in turn, the calculated relative energy (zero: lowest compared OMol25 entry of this formula, charge and spin) values are 31.9; 73.3; 32.5; 0.0; 131.0; 38.8; 32.1; 17.0; 0.9; 65.7; 81.4; 101.3; 124.5; 66.8; 0.0; 121.5; 44.1 kcal/mol.